1:
Molecular formula: C5H14N2O
Method: DFT, wB97M-V/def2-TZVPD

## Properties
LUMO energy, eV: -8.01
Charge: +2
E_HOMO, Ha: -0.66061

Each line ends with the natural charge from an NBO analysis.
Atoms and positions in Å:
C 0.513 -0.902 1.186  -0.2126
C -0.343 -0.904 -0.148  -0.4812
C -0.923 0.453 -0.365  -0.1183
C -2.102 1.011 0.028  -0.0958
N -2.360 2.350 -0.497  -0.4340
C -3.316 2.625 -1.331  0.1562
N 1.723 -1.760 1.017  -0.7016
H 0.918 0.074 1.461  0.2255
H -0.133 -1.139 1.947  0.2404
H 0.218 -1.121 -1.023  0.2357
H -1.122 -1.671 -0.249  0.2605
H -0.212 0.925 -1.118  0.2405
H -2.968 0.617 0.636  0.2744
H -1.748 3.185 -0.195  0.4690
H -3.417 3.690 -1.671  0.2493
H -3.886 1.918 -1.919  0.2499
H 2.223 -1.336 0.156  0.4882
H 2.441 -1.668 1.767  0.4667
H 1.448 -2.758 0.913  0.4519
H 4.425 -0.344 -0.109  0.5221
H 4.615 -1.938 -0.483  0.5280
O 4.004 -1.305 -0.006  -1.0146


2:
Molecular formula: C5H14N2O
Method: DFT, wB97M-V/def2-TZVPD

## Properties
LUMO energy, eV: -7.98
Charge: +2
E_HOMO, Ha: -0.66205

Each line ends with the natural charge from an NBO analysis.
Atoms and positions in Å:
C 0.735 -1.123 0.651  -0.2186
C 0.040 -0.522 -0.605  -0.4550
C -0.874 0.594 -0.249  -0.1139
C -2.153 0.663 -0.557  -0.0668
N -2.880 1.876 -0.286  -0.4058
C -4.139 1.978 -0.138  0.1578
N 2.009 -1.811 0.293  -0.7003
H 0.939 -0.354 1.393  0.2313
H 0.056 -1.829 1.115  0.2367
H 0.856 -0.178 -1.254  0.2399
H -0.432 -1.362 -1.095  0.2424
H -0.376 1.338 0.381  0.2282
H -2.639 -0.016 -1.236  0.2499
H -2.327 2.727 -0.200  0.4512
H -4.600 2.947 0.015  0.2512
H -4.794 1.115 -0.225  0.2399
H 2.793 -1.130 0.478  0.4828
H 2.182 -2.611 0.902  0.4520
H 2.055 -2.122 -0.680  0.4404
H 4.970 -0.261 1.073  0.5236
H 4.409 0.210 -0.323  0.5074
O 4.172 -0.129 0.547  -0.9744


It turns out 2 is the most stable, with the second structure 0.0535 hartree higher.


1:
Molecular formula: C3H5I
Method: DFT, wB97M-V/def2-TZVPD

## Properties
2S+1: 3
LUMO energy (alpha / beta), eV: 0.70 / -3.03
Charge: 0
E_HOMO (alpha / beta), Ha: -0.17327 / -0.35279

Each line ends with the natural charge from an NBO analysis.
Atoms and positions in Å:
C 0.159 1.533 -0.138  -0.4332
C 0.397 0.255 -0.088  -0.2689
C -0.647 -1.299 0.160  -0.5802
I 2.403 -0.326 0.001  0.2488
H 0.890 2.419 -0.381  0.1928
H -0.836 1.984 -0.213  0.1971
H 0.092 -2.056 -0.091  0.2151
H -0.930 -1.233 1.237  0.2141
H -1.530 -1.276 -0.486  0.2145


2:
Molecular formula: C3H5I
Method: DFT, wB97M-V/def2-TZVPD

## Properties
2S+1: 3
LUMO energy (alpha / beta), eV: 0.63 / -1.61
Charge: 0
E_HOMO (alpha / beta), Ha: -0.27440 / -0.34013

Each line ends with the natural charge from an NBO analysis.
Atoms and positions in Å:
C -0.214 1.704 -0.622  -0.5588
C -0.606 0.538 -0.123  -0.1102
C 0.766 -1.515 0.525  -0.5076
I -2.459 -0.071 0.435  0.2334
H -0.859 2.517 -0.921  0.2198
H 0.813 1.832 -0.814  0.2187
H 1.619 -0.891 0.425  0.1665
H 0.496 -1.909 1.464  0.1639
H 0.443 -2.204 -0.368  0.1744


It turns out 2 is the most stable, with the second structure 0.0363 hartree higher.


1:
Molecular formula: C5H6IN3
Method: DFT, wB97M-V/def2-TZVPD

## Properties
LUMO energy (alpha / beta), eV: -0.52 / -0.63
Charge: 0
E_HOMO (alpha / beta), Ha: -0.27957 / -0.29160
SMILES string: C/C=c1\[nH]nn\c1=C/I

Each line ends with the natural charge from an NBO analysis.
Atoms and positions in Å:
C 1.647 -1.923 0.170  -0.6487
C 0.938 -0.678 -0.326  -0.1519
C -0.076 0.050 0.260  0.0364
N -0.594 -0.170 1.515  -0.3837
N -1.540 0.749 1.827  -0.0111
N -1.770 1.501 0.811  -0.2572
C -0.972 1.154 -0.188  0.0832
C -1.087 1.984 -1.573  -0.3817
I -2.432 3.506 -1.799  0.2351
H 1.520 -2.230 1.213  0.2172
H 2.719 -1.583 0.103  0.2246
H 1.495 -2.525 -0.618  0.2295
H 1.355 -0.330 -1.263  0.2051
H -0.362 -0.841 2.227  0.4162
H -0.842 1.336 -2.359  0.1870


2:
Molecular formula: C5H6IN3
Method: DFT, wB97M-V/def2-TZVPD

## Properties
LUMO energy (alpha / beta), eV: -0.24 / 0.14
Charge: 0
E_HOMO (alpha / beta), Ha: -0.31229 / -0.30992

Each line ends with the natural charge from an NBO analysis.
Atoms and positions in Å:
C -1.913 1.832 0.224  -0.3159
C -0.543 2.195 0.105  0.1079
C -2.236 0.509 -0.034  0.0664
C -0.113 0.125 -0.508  0.5380
C 1.698 -2.338 0.055  -0.5004
N 0.296 1.284 -0.199  -0.5002
N -1.321 -0.378 -0.472  -0.4823
N 2.126 -1.323 -0.775  -0.4986
I 3.223 0.230 -0.111  0.3283
H -2.533 2.738 0.513  0.2392
H -0.179 3.142 0.191  0.1921
H -3.202 0.118 0.029  0.2031
H 0.769 -2.921 -0.288  0.2157
H 2.490 -3.007 0.226  0.2152
H 1.437 -2.206 1.045  0.1916


It turns out 1 is the most stable, with the second structure 0.0489 hartree higher.


1:
Molecular formula: C4H5FN2O
Method: DFT, wB97M-V/def2-TZVPD

## Properties
LUMO energy, eV: 0.85
Charge: 0
E_HOMO, Ha: -0.34472
SMILES string: NCc1ncc(F)o1

Each line ends with the natural charge from an NBO analysis.
Atoms and positions in Å:
N 1.503 -1.561 -0.890  -0.8213
C 1.470 -0.178 -0.470  -0.2744
C 0.080 0.225 -0.093  0.4750
N -0.885 -0.590 0.170  -0.4649
C -1.920 0.194 0.718  -0.2062
C -1.448 1.456 0.807  0.6051
F -1.945 2.620 1.201  -0.2837
O -0.140 1.511 0.312  -0.4326
H 1.010 -1.678 -1.761  0.3628
H 1.135 -2.216 -0.190  0.3764
H 1.863 0.483 -1.256  0.2173
H 2.141 -0.040 0.438  0.2167
H -2.864 -0.225 1.015  0.2298


2:
Molecular formula: C4H5FN2O
Method: DFT, wB97M-V/def2-TZVPD

## Properties
LUMO energy, eV: 0.08
Charge: 0
E_HOMO, Ha: -0.33098
SMILES string: N#C/C(F)=C(\N)CO

Each line ends with the natural charge from an NBO analysis.
Atoms and positions in Å:
N -0.276 1.955 -2.800  -0.3059
C 0.483 1.203 -2.177  0.2130
C 0.794 0.096 -1.210  0.2142
F 1.971 -0.559 -1.473  -0.3284
C 0.250 0.062 0.020  0.1324
N -0.781 0.898 0.212  -0.7741
C 0.454 -0.763 1.115  -0.1057
O -0.898 -1.039 1.426  -0.7591
H -1.239 1.085 -0.744  0.3823
H -1.721 0.368 0.407  0.4071
H 1.106 -1.655 0.935  0.2049
H 1.129 -0.265 1.889  0.2074
H -1.273 -1.386 2.399  0.5118


It turns out 1 is the most stable, with the second structure 0.1230 hartree higher.


1:
Molecular formula: C6H16N
Method: DFT, wB97M-V/def2-TZVPD

## Properties
LUMO energy, eV: -5.62
Charge: +1
E_HOMO, Ha: -0.50306

Each line ends with the natural charge from an NBO analysis.
Atoms and positions in Å:
C 0.604 1.636 1.812  -0.5985
C 0.719 1.055 0.402  -0.2250
C -0.294 0.304 -0.270  0.0299
C 1.319 -0.430 0.376  -0.4770
C 1.893 -1.018 -0.973  -0.3789
C 0.944 -1.829 -1.814  -0.6252
N -3.949 0.620 0.161  -1.0978
H 1.563 1.480 2.334  0.2333
H 0.393 2.698 1.798  0.2601
H -0.108 1.094 2.399  0.2321
H 1.372 1.635 -0.251  0.2515
H -0.942 -0.402 0.304  0.2536
H -0.745 0.718 -1.174  0.2775
H 0.951 -1.175 1.129  0.2709
H 2.309 -0.212 0.882  0.3569
H 2.424 -0.168 -1.398  0.2177
H 2.687 -1.678 -0.590  0.2354
H 0.409 -2.391 -1.042  0.2077
H 1.384 -2.513 -2.543  0.2558
H 0.184 -1.243 -2.346  0.2133
H -4.725 0.927 -0.431  0.3673
H -4.292 -0.334 0.274  0.3691
H -4.100 1.226 0.962  0.3703


2:
Molecular formula: C6H16N
Method: DFT, wB97M-V/def2-TZVPD

## Properties
LUMO energy, eV: -3.65
Charge: +1
E_HOMO, Ha: -0.54107

Each line ends with the natural charge from an NBO analysis.
Atoms and positions in Å:
C 0.422 1.562 -0.191  -0.6084
C 0.721 0.281 0.596  -0.4074
C 1.263 0.545 2.004  -0.3926
C 1.882 -0.696 2.625  -0.6079
H -0.540 1.986 0.100  0.2158
H 0.391 1.397 -1.273  0.1650
H 1.177 2.317 0.022  0.2409
H 1.463 -0.341 0.083  0.1890
H -0.207 -0.297 0.718  0.1655
H 0.446 0.931 2.617  0.2089
H 2.008 1.342 1.948  0.2075
H 1.139 -1.488 2.754  0.2014
H 2.230 -0.510 3.640  0.2323
H 2.704 -1.060 2.009  0.2054
C -2.162 -0.971 -2.040  -0.0848
C -2.689 0.233 -2.028  -0.3177
N -0.709 -1.177 -1.844  -0.6977
H -2.700 -1.877 -2.276  0.2407
H -3.656 0.418 -2.476  0.2547
H -2.182 1.110 -1.641  0.2258
H -0.177 -0.332 -2.064  0.4551
H -0.481 -1.426 -0.873  0.4576
H -0.343 -1.944 -2.411  0.4510


3:
Molecular formula: C6H16N
Method: DFT, wB97M-V/def2-TZVPD

## Properties
LUMO energy, eV: -3.56
Charge: +1
E_HOMO, Ha: -0.55292
SMILES string: CC[C@@H](C)[C@H](C)[NH3+]

Each line ends with the natural charge from an NBO analysis.
Atoms and positions in Å:
C 2.229 -1.438 0.255  -0.6131
C 1.180 -0.376 0.461  -0.4062
C 0.021 -0.247 -0.540  -0.2643
C -0.709 -1.566 -0.761  -0.6110
C -0.941 0.850 -0.281  -0.0230
C -0.323 2.223 -0.360  -0.6643
N -1.639 0.788 1.071  -0.7029
H 1.860 -2.473 0.219  0.2195
H 2.731 -1.204 -0.720  0.2152
H 3.059 -1.387 0.972  0.2393
H 1.635 0.629 0.437  0.2147
H 0.775 -0.633 1.448  0.1830
H 0.336 -0.111 -1.528  0.2378
H -1.383 -1.457 -1.615  0.2256
H -0.048 -2.402 -0.990  0.2459
H -1.147 -1.902 0.167  0.1833
H -1.862 0.745 -0.897  0.2220
H -1.068 3.040 -0.564  0.2492
H 0.337 2.335 0.514  0.2276
H 0.288 2.292 -1.437  0.2702
H -0.951 0.961 1.828  0.4401
H -2.343 1.530 1.016  0.4509
H -2.035 -0.198 1.307  0.4605


4:
Molecular formula: C6H16N
Method: DFT, wB97M-V/def2-TZVPD

## Properties
LUMO energy, eV: -6.08
Charge: +1
E_HOMO, Ha: -0.49806

Each line ends with the natural charge from an NBO analysis.
Atoms and positions in Å:
C 1.415 0.316 -2.502  -0.6035
C 0.404 0.332 -1.364  -0.2615
C 0.277 -0.535 -0.221  0.0323
C 0.752 1.301 -0.215  -0.4694
C -0.394 1.904 0.700  -0.3923
C -0.761 0.901 1.814  -0.6141
N -1.426 -3.374 1.362  -1.1186
H 2.415 0.018 -2.178  0.2331
H 1.485 1.346 -3.081  0.2523
H 1.127 -0.479 -3.170  0.2512
H -0.616 0.624 -1.795  0.2515
H 1.233 -1.006 0.051  0.2291
H -0.511 -1.297 -0.181  0.3108
H 1.604 1.008 0.426  0.2687
H 1.121 2.139 -0.837  0.3523
H -1.120 2.431 0.066  0.2381
H 0.272 2.706 1.149  0.2295
H -0.969 1.374 2.736  0.2523
H -1.591 0.305 1.487  0.2251
H 0.123 0.218 1.969  0.2030
H -0.653 -3.955 1.736  0.3776
H -1.960 -3.924 0.681  0.3731
H -2.140 -3.192 2.145  0.3796


It turns out 3 is the most stable, with the second structure 0.0189 hartree higher.